Below is 2 unconnected molecules or ions with the total composition C12H14NO2, with properties calculated with wB97M-V/def2-TZVPD.

Calculated values
**E_tot**: -18256.1905 eV
**Total charge**: -1
**Energy relative to the best compared isomer or geometry (same formula, charge and spin)**: 2.4592 eV

Each line ends with the Mulliken charge.
Cartesian coordinates (Å):
C 0.674 -1.375 0.803  -0.364
C 0.969 -2.325 -0.461  -0.967
C -0.737 -0.986 0.914  0.363
C -1.696 -1.224 1.873  -0.944
C -1.296 0.062 0.095  0.875
C -2.635 0.321 0.462  -0.330
C -0.704 0.860 -0.888  -0.108
C -3.438 1.402 0.078  -0.671
C -1.633 1.845 -1.407  -0.487
C -2.901 2.194 -0.883  -0.549
N -2.869 -0.538 1.614  -0.093
H 0.988 -1.983 1.679  0.304
H 1.518 -0.689 0.946  0.089
H 0.929 -1.732 -1.437  0.189
H -1.672 -1.956 2.642  0.446
H -3.783 -0.822 1.922  0.241
H 0.278 0.567 -1.334  0.305
H -4.411 1.472 0.570  0.326
H -1.400 2.294 -2.412  0.282
H -3.265 3.192 -1.043  0.349
H 0.065 -3.146 -0.553  0.283
H 1.907 -2.914 -0.309  0.379
C 3.263 1.540 -0.340  -0.928
C 3.570 -0.021 -0.495  0.606
O 4.447 -0.585 0.138  -0.740
O 2.906 -0.644 -1.356  -0.664
H 2.552 1.918 -1.058  0.236
H 4.187 2.038 -0.348  0.388
H 2.764 1.613 0.671  0.183

Cartesian forces (eV/Å) of the 3 atoms listed first:
C 1.99 -3.21 0.15
C -2.45 -0.75 -0.24
C -0.73 1.89 0.89